# C19H31F9NO15PS

A 5-piece molecular cluster, C19H31F9NO15PS overall (ωB97M-V/def2-TZVPD, the Open Molecules 2025 dataset).

Properties
**E**: -3564.295895 a.u.
**Max |F|**: 0.026 hartree/bohr
**Structure (SMILES)**: C[C@@H](O)CO[PH](N)(O)CCC(F)(F)C(F)(F)S(F)(F)(F)(F)F.O=C1OCCO1.O=C1OCCO1.O=C1OCCO1.O=C1OCCO1

Geometry as ORCA input:
```
! RIJCOSX wB97M-V def2-TZVPD def2/J DEFGRID3
* xyz 0 1
C -1.33 5.44 -2.91
C -1.80 4.28 -2.03
O -3.11 3.87 -2.47
C -0.83 3.10 -2.21
O -0.65 2.34 -1.03
P 0.75 2.58 -0.08
N -0.19 2.51 1.31
O 2.21 2.88 0.85
C 1.58 1.11 -0.77
C 1.96 1.30 -2.25
C 2.90 0.24 -2.77
F 2.98 0.27 -4.12
F 2.36 -0.98 -2.45
C 4.34 0.12 -2.18
F 4.24 -0.36 -0.94
F 4.97 -0.82 -2.89
S 5.44 1.66 -2.16
F 4.49 2.28 -1.05
F 6.34 1.00 -1.03
F 6.43 1.07 -3.25
F 4.58 2.33 -3.32
F 6.32 2.97 -2.09
H -0.29 5.68 -2.70
H -1.95 6.33 -2.78
H -1.38 5.14 -3.96
H -1.88 4.57 -0.98
H -3.03 3.71 -3.42
H -1.29 2.43 -2.94
H 0.12 3.44 -2.66
H 0.98 3.84 -0.67
H -0.71 1.64 1.34
H 0.43 2.55 2.11
H 2.20 3.77 1.23
H 0.88 0.29 -0.67
H 2.45 0.92 -0.15
H 1.06 1.21 -2.87
H 2.34 2.31 -2.40
O -8.98 1.72 -1.35
C -7.83 2.02 -1.35
O -6.81 1.13 -1.43
C -5.59 1.87 -1.63
C -5.94 3.23 -1.07
O -7.36 3.29 -1.27
H -4.76 1.39 -1.11
H -5.37 1.90 -2.70
H -5.74 3.30 0.00
H -5.44 4.04 -1.59
O -0.75 -0.25 0.56
C -1.55 -1.13 0.72
O -2.53 -1.12 1.63
C -3.36 -2.27 1.42
C -2.42 -3.20 0.68
O -1.54 -2.28 0.02
H -3.71 -2.66 2.36
H -4.22 -1.97 0.81
H -1.83 -3.81 1.35
H -2.93 -3.83 -0.04
O -2.03 -4.13 3.32
C -1.32 -5.02 3.66
O -1.67 -6.32 3.69
C -0.48 -7.10 3.91
C 0.44 -6.10 4.58
O -0.04 -4.86 4.04
H -0.71 -7.97 4.53
H -0.11 -7.44 2.95
H 0.32 -6.08 5.67
H 1.49 -6.23 4.34
O 2.70 -4.82 3.62
C 3.23 -3.89 3.11
O 2.69 -2.65 3.02
C 3.69 -1.75 2.56
C 4.64 -2.68 1.83
O 4.45 -3.91 2.53
H 3.26 -0.99 1.91
H 4.16 -1.26 3.41
H 4.36 -2.82 0.79
H 5.68 -2.36 1.88
*
```

Here are the Mulliken charges for atoms 1 to 5, given in e:
1 C -1.5301
2 C 0.3350
3 O -0.4531
4 C -0.4908
5 O -0.4180